# 1
Entry from the Open Molecules 2025 dataset: a cluster of 10 separate species, C30H42Br4F6O22 in total in a non-equilibrium geometry (the ωB97M-V functional and the def2-TZVPD basis).

Properties
SMILES string: O=C1OC[C@@H](F)O1.O=C1OC[C@@H](F)O1.O=C1OC[C@@H](F)O1.O=C1OC[C@@H](F)O1.O=C1OC[C@@H](F)O1.O=C1OC[C@@H](F)O1.CCOC(C)=O.CCOC(C)=O.BrCCBr.BrCCBr
E_LUMO in eV: 0.0
Energy in eV: -373308.9860

```
104
Properties=species:S:1:pos:R:3:lowdin_charge:R:1
O 13.67851 9.13325 9.98449 0.09
C 14.80204 8.59402 9.83205 -0.58
O 15.14996 7.97839 8.74950 0.11
C 16.60345 7.76341 8.85082 -0.01
C 16.80342 7.65163 10.32723 -0.29
F 18.08332 8.01036 10.74508 0.05
O 15.80799 8.54648 10.70196 0.10
H 16.87202 6.83824 8.34089 0.14
H 17.12307 8.60268 8.38853 0.14
H 16.56908 6.65108 10.69066 0.18
O 6.51696 10.10038 13.39382 0.12
C 7.03847 11.20431 13.17539 -0.54
O 6.51738 12.10191 12.44654 0.12
C 7.36768 13.18275 12.25728 -0.05
C 8.63665 12.94563 13.09343 -0.31
F 8.62916 13.96185 13.90319 0.11
O 8.25713 11.67298 13.64256 0.10
H 7.68768 13.07631 11.22076 0.14
H 6.88739 14.15908 12.32204 0.15
H 9.59801 12.96781 12.58020 0.17
O 15.92052 5.97066 17.94209 0.14
C 14.90207 6.59030 17.66968 -0.59
O 14.88598 7.53533 16.79359 0.07
C 13.60267 8.09269 16.58932 -0.07
C 12.78546 6.95785 17.18723 -0.34
F 12.53583 6.05725 16.25798 0.12
O 13.66676 6.40237 18.11057 0.16
H 13.39176 8.97517 17.19334 0.13
H 13.40740 8.29335 15.53589 0.03
H 11.84663 7.19093 17.68960 0.17
O 16.20059 17.91198 14.35228 0.12
C 16.64011 16.75598 14.26521 -0.44
O 15.88484 15.56310 14.25976 0.01
C 16.83789 14.56657 13.85181 -0.13
C 18.13918 15.06689 14.28914 -0.42
F 18.95241 14.74545 13.37673 0.12
O 17.99203 16.49617 14.30798 0.14
H 16.51492 13.58937 14.21079 0.13
H 16.77896 14.48211 12.76668 0.07
H 18.54432 14.59660 15.18513 0.16
O 11.56249 14.27538 15.91582 0.19
C 11.15184 13.16120 15.96403 -0.63
O 9.99285 12.66492 16.36509 0.08
C 10.00729 11.24812 16.58854 -0.01
C 11.19092 10.95639 15.65472 -0.27
F 10.80249 10.70625 14.34468 0.03
O 11.89803 12.16615 15.61806 0.11
H 10.16022 11.01376 17.64200 0.14
H 9.11039 10.69411 16.31150 0.14
H 11.89468 10.19174 15.98357 0.13
O 17.44446 11.94208 10.54123 0.13
C 17.13703 11.91718 9.35218 -0.51
O 16.07757 11.24548 8.85986 0.06
C 15.99542 11.48248 7.46994 -0.04
C 16.97448 12.62900 7.22993 -0.37
F 16.48221 13.80167 7.02800 0.15
O 17.74624 12.60959 8.38141 0.16
H 16.38795 10.62611 6.92163 0.13
H 14.98293 11.53941 7.07029 0.15
H 17.57650 12.41516 6.34678 0.17
C 17.43618 16.07726 10.36822 -0.03
C 16.64736 16.33715 9.05815 -0.24
O 15.42169 15.69713 9.00449 -0.06
C 14.52928 15.93881 8.00201 -0.44
C 13.39330 14.87752 8.09737 0.01
O 14.49506 16.84466 7.12585 0.06
H 16.73836 15.97178 11.19890 0.05
H 18.06942 16.92753 10.62148 0.08
H 18.05572 15.18152 10.32434 0.07
H 16.57301 17.40000 8.82807 0.12
H 17.29738 16.00206 8.24988 0.11
H 13.55521 14.23312 8.96145 0.01
H 13.32907 14.29300 7.17960 0.08
H 12.44070 15.34835 8.34019 0.08
C 14.68878 14.27087 17.21311 -0.07
C 14.21571 13.12265 18.05598 -0.21
O 15.31938 12.27353 18.35977 -0.05
C 16.07596 11.60743 17.38072 -0.43
C 17.18263 10.74273 18.01091 0.03
O 15.93941 11.67991 16.15564 0.05
H 14.55732 14.10726 16.14351 0.06
H 15.72240 14.59712 17.32840 0.09
H 13.95757 15.06973 17.33662 0.08
H 13.88114 13.45005 19.04034 0.13
H 13.47458 12.46902 17.59597 0.11
H 16.85002 9.70991 18.11465 0.08
H 17.38774 11.19965 18.97902 0.09
H 17.99801 10.70339 17.28861 0.05
Br 14.26371 13.97673 11.71284 0.79
C 13.58002 12.45823 12.75675 -0.60
C 14.40536 11.17549 12.40142 -0.63
Br 13.90239 9.67026 13.50425 0.78
H 12.52764 12.36513 12.48854 0.04
H 13.55832 12.78451 13.79655 0.04
H 15.46121 11.36677 12.59297 0.03
H 14.34453 10.81985 11.37287 0.02
Br 19.55088 11.41243 14.60057 0.66
C 18.47167 9.92268 13.94774 -0.66
C 18.41865 8.76766 14.96778 -0.66
Br 17.50025 7.19697 14.28162 0.65
H 18.72545 9.66916 12.91846 0.05
H 17.47213 10.35152 13.87612 0.03
H 17.90540 9.07194 15.87997 0.03
H 19.40989 8.35786 15.16174 0.05
```


# 2
Entry from the Open Molecules 2025 dataset: a structure of composition C30H42BrClN2P2Zn in a non-equilibrium geometry (the ωB97M-V functional and the def2-TZVPD basis).

Properties
Total charge: +2
E_LUMO in eV: -7.1
Energy in eV: -184312.2437

```
79
Properties=species:S:1:pos:R:3:lowdin_charge:R:1
C -1.92127 -4.33758 0.71062 -0.02
C -1.28302 -3.98852 -0.50511 -0.26
C -1.93798 -4.00738 -1.76152 -0.02
C -3.18639 -4.64015 -1.76672 -0.12
N -3.73637 -5.08892 -0.63365 0.07
C -3.16661 -4.96101 0.56893 -0.12
C 0.06916 -3.57575 -0.42251 0.05
C 0.85174 -2.66442 -0.19156 0.03
C 2.15711 -2.04116 -0.09959 -0.15
C 2.60770 -0.64988 0.14039 -0.15
C 3.96118 -0.38771 -0.10569 -0.18
C 4.68882 -1.43690 -0.59448 -0.60
C 4.36768 -2.78350 -0.69217 -0.04
C 3.03971 -3.10462 -0.46444 0.01
Zn 1.55395 1.19104 -0.15214 0.70
P -1.77347 0.31866 0.06793 0.93
H -1.47163 -3.56526 -2.66226 0.12
H -1.43635 -4.13417 1.68622 0.13
H -3.69646 -4.78060 -2.73071 0.12
H -3.65341 -5.35448 1.47250 0.12
H 2.58766 -4.10564 -0.61608 0.15
H 2.29488 0.20756 0.91919 0.06
H 5.08054 -3.56691 -0.95001 0.14
H 4.46736 0.53434 0.05826 0.09
C -2.64185 1.98056 0.30211 -0.43
C -4.10949 2.22969 -0.02905 -0.14
H -2.04141 2.67660 -0.30247 0.04
H -2.45199 2.23213 1.35510 0.07
H -4.31640 3.30173 0.10791 0.08
H -4.35030 1.99205 -1.06991 0.07
H -4.80283 1.69521 0.62869 0.06
C -2.79010 -0.43361 -1.33922 -0.41
C -4.19225 -0.99550 -1.12344 -0.14
H -2.15501 -1.24772 -1.71949 0.04
H -2.81111 0.33158 -2.12641 0.04
H -4.60533 -1.33514 -2.08660 0.09
H -4.19488 -1.87007 -0.46063 0.07
H -4.90293 -0.25955 -0.72773 0.06
C -2.46470 -0.65247 1.51937 -0.41
C -3.82934 -0.34485 2.13450 -0.14
H -1.71255 -0.53819 2.31283 0.05
H -2.41420 -1.70571 1.20873 0.05
H -3.98007 -0.98466 3.01703 0.08
H -3.91197 0.69127 2.48076 0.07
H -4.67784 -0.54573 1.46865 0.06
Br 6.47783 -0.81205 -1.10626 0.76
P 0.72593 1.38113 -2.44307 0.95
C -0.85177 1.97009 -3.21821 -0.37
C -0.60983 3.12309 -4.20790 -0.12
H -1.52463 2.28909 -2.38900 0.06
H -1.32665 1.08313 -3.69565 0.09
H -1.59989 3.45105 -4.57033 0.10
H -0.10460 3.96286 -3.68967 0.08
H 0.00408 2.77818 -5.06523 0.08
C 1.94758 2.77219 -2.18946 -0.42
C 2.87935 3.02323 -3.36808 -0.11
H 2.54345 2.46589 -1.29294 0.03
H 1.33560 3.64235 -1.88800 0.10
H 3.55846 3.82931 -3.04583 0.09
H 3.46917 2.11166 -3.58902 0.09
H 2.30722 3.34779 -4.25815 0.09
C 1.48927 0.02480 -3.43232 -0.38
C 1.36313 0.22250 -4.95320 -0.12
H 0.96992 -0.89814 -3.09067 0.09
H 2.53567 -0.05930 -3.07487 0.08
H 1.83496 -0.65594 -5.42547 0.09
H 0.29616 0.26974 -5.24298 0.08
H 1.88668 1.14295 -5.27881 0.07
Cl 2.09315 -0.32377 5.42925 0.79
C 1.47821 0.74899 4.26139 -0.64
C 1.35756 2.11302 4.51486 -0.03
C 0.90700 2.97512 3.52261 -0.01
C 0.66206 2.46844 2.24972 -0.13
N 0.95538 1.17575 2.00353 -0.07
C 1.21128 0.25336 2.97618 -0.11
H 1.65588 2.47357 5.49297 0.13
H 0.76645 4.04428 3.62709 0.13
H 0.27344 3.00684 1.37712 0.11
H 1.30211 -0.80245 2.70186 0.13
```


# 3
Entry from the Open Molecules 2025 dataset: a structure of composition C30H42Cl4KN3O6SSeSi2 in a non-equilibrium geometry (the ωB97M-V functional and the def2-TZVPD basis).

Properties
Total charge: -2
E_LUMO in eV: 4.0
Energy in eV: -206897.0524

```
90
Properties=species:S:1:pos:R:3:lowdin_charge:R:1
K 0.99637 -0.43332 0.04194 0.67
O -0.26323 -2.99190 -2.82789 -0.32
Cl 0.26894 -2.93712 -1.50612 0.63
O 0.40391 -4.25975 -0.95977 -0.35
O -0.59518 -2.14330 -0.65116 -0.53
O 1.57520 -2.29593 -1.51347 -0.46
C 0.47848 1.10113 -2.42426 -0.30
Si -0.79301 2.30366 -2.74597 0.54
C -1.12481 3.62373 -1.39195 -0.25
N -1.20058 3.20653 0.00007 -0.20
C -2.17771 2.14832 0.20766 -0.20
C -2.21937 1.69440 1.66002 -0.19
C -2.50409 2.86338 2.59007 -0.21
C -1.48521 3.96457 2.32988 -0.19
C -1.48295 4.34251 0.85535 -0.23
C -0.64867 3.50122 -4.26422 -0.22
C 0.20528 4.60691 -4.24067 -0.11
C 0.40162 5.41523 -5.35037 -0.12
C -0.25687 5.13726 -6.53994 -0.13
C -1.10474 4.04113 -6.59901 -0.12
C -1.29185 3.24339 -5.47885 -0.11
C -2.45086 1.40905 -3.06144 -0.25
C -2.53574 0.02233 -2.93055 -0.09
C -3.73446 -0.65062 -3.11721 -0.09
C -4.88698 0.05171 -3.43889 -0.12
C -4.83029 1.43096 -3.57045 -0.12
C -3.62494 2.09265 -3.38247 -0.12
H 1.51186 1.46054 -2.44120 -0.06
H 0.38797 0.20928 -3.04649 -0.06
H -2.05624 4.15595 -1.69164 0.08
H -0.33356 4.37816 -1.47006 0.07
H -1.91399 1.31112 -0.43759 0.09
H -3.18755 2.49234 -0.10582 0.13
H -1.25820 1.24836 1.92752 0.07
H -2.97286 0.90888 1.77415 0.11
H -2.47658 2.54379 3.63520 0.10
H -3.51311 3.25219 2.39590 0.11
H -0.49051 3.60646 2.60362 0.08
H -1.69792 4.85104 2.93573 0.10
H -0.73071 5.11181 0.65613 0.11
H -2.46997 4.78633 0.59164 0.12
H 0.74792 4.84488 -3.33230 0.09
H 1.07520 6.26342 -5.28852 0.09
H -0.10593 5.76392 -7.41175 0.08
H -1.62154 3.80327 -7.52271 0.09
H -1.95713 2.39100 -5.55233 0.09
H -1.65193 -0.53857 -2.65804 0.07
H -3.76318 -1.72767 -3.00353 0.10
H -5.82532 -0.47261 -3.58107 0.09
H -5.72614 1.99122 -3.81661 0.09
H -3.59782 3.17278 -3.49044 0.10
C 6.80878 -4.11834 -0.92617 -0.12
C 5.49905 -3.53141 -1.43617 -0.30
C 4.28682 -3.90727 -0.59298 -0.35
S 4.15808 -2.88093 0.88977 0.89
O 5.34039 -3.21770 1.74533 -0.55
C 2.69135 -3.68012 1.60234 -0.34
C 3.01337 -4.92179 2.42780 -0.28
C 3.35307 -4.57855 3.87266 -0.11
H 7.64416 -3.80603 -1.55598 0.06
H 6.77025 -5.21035 -0.94081 0.07
H 6.99999 -3.80735 0.09907 0.05
H 5.31437 -3.87283 -2.45890 0.10
H 5.56874 -2.44104 -1.49543 0.11
H 4.32622 -4.95435 -0.27975 0.10
H 3.35940 -3.73281 -1.13806 0.06
H 2.02859 -3.89510 0.76245 0.06
H 2.20707 -2.92168 2.21861 0.05
H 3.84420 -5.46861 1.97239 0.09
H 2.14253 -5.58234 2.39219 0.11
H 4.22411 -3.92592 3.90954 0.06
H 3.56703 -5.47855 4.45403 0.06
H 2.51968 -4.05727 4.34687 0.07
Se -1.08616 -2.00296 2.37009 1.15
C -2.01010 -1.77282 4.02583 -0.48
C -1.62075 -0.77646 4.91776 -0.09
C -2.32163 -0.64968 6.10340 -0.15
N -3.36869 -1.40258 6.44674 0.03
C -3.73349 -2.33965 5.57723 -0.18
C -3.09272 -2.57387 4.37150 -0.12
H -0.79072 -0.12600 4.68382 0.04
H -2.02639 0.11216 6.81760 0.10
H -4.58355 -2.95277 5.86226 0.09
H -3.42591 -3.37886 3.72756 0.09
O 0.52417 -1.49831 2.96654 -0.72
N 0.70766 -0.04496 2.75209 -0.39
Cl 3.79646 -0.42997 3.52503 0.26
Si 1.94841 0.51604 3.69172 -0.76
Cl 2.23541 2.48740 3.15106 0.27
Cl 1.68971 0.52765 5.78079 0.20
```


Which HOMO belongs to each record? In order, -0.373, -0.497, -0.054 Ha.